Entry 1:
{"formula": "C32H65N10ORuSTe", "method": "wB97M-V/def2-TZVPD", "gap_ha": [0.27997, 0.24530], "total_charge": 2, "s2": 0.799, "e_tot_ha": -2641.62864, "e_above_lowest_ev": 0.865, "e_lumo_ha": [-0.17162, -0.23421], "spin_multiplicity": 2, "species": ["Ru", "C", "N", "C", "C", "N", "C", "C", "N", "C", "C", "N", "C", "N", "C", "C", "N", "C", "C", "C", "C", "N", "C", "N", "C", "C", "N", "C", "C", "N", "C", "C", "H", "H", "H", "H", "H", "H", "H", "H", "H", "H", "H", "H", "H", "H", "H", "H", "H", "H", "H", "H", "H", "H", "H", "H", "H", "H", "H", "H", "H", "H", "H", "H", "H", "H", "H", "H", "H", "H", "H", "H", "H", "H", "H", "H", "H", "H", "H", "H", "C", "S", "C", "O", "H", "H", "H", "H", "H", "H", "C", "C", "C", "C", "C", "C", "Te", "C", "C", "C", "H", "H", "H", "H", "H", "H", "H", "H", "H", "H", "H"], "xyz": [[0.40, -0.55, -0.40], [-2.99, 0.86, -3.87], [-1.83, 1.73, -3.81], [-1.77, 2.75, -4.84], [-0.85, 1.59, -2.87], [-0.42, 0.42, -2.46], [-0.62, -0.72, -3.33], [0.67, -1.53, -3.35], [0.89, -2.17, -2.05], [0.02, -3.34, -1.87], [-0.71, -3.28, -0.53], [-1.44, -2.03, -0.44], [-2.75, -2.05, -0.41], [-3.48, -3.21, -0.58], [-3.39, -4.04, -1.76], [-4.58, -3.53, 0.32], [-3.48, -0.93, -0.15], [-4.82, -0.76, -0.67], [-2.87, 0.26, 0.40], [2.31, -2.49, -1.87], [2.59, -3.10, -0.52], [2.14, -2.22, 0.55], [2.60, -2.43, 1.74], [3.36, -3.47, 2.14], [3.17, -4.84, 1.68], [4.19, -3.37, 3.35], [2.30, -1.50, 2.79], [0.90, -1.56, 3.17], [2.83, -0.17, 2.62], [-0.33, 2.74, -2.32], [-1.17, 3.92, -2.16], [1.08, 3.04, -2.59], [-3.89, 1.49, -3.92], [-3.05, 0.25, -2.97], [-2.99, 0.22, -4.75], [-1.71, 2.28, -5.82], [-0.89, 3.38, -4.72], [-2.66, 3.38, -4.82], [-0.83, -0.42, -4.36], [-1.44, -1.35, -2.97], [1.49, -0.85, -3.55], [0.64, -2.27, -4.15], [0.59, -4.27, -1.95], [-0.73, -3.35, -2.67], [0.03, -3.30, 0.27], [-1.35, -4.16, -0.42], [-2.65, -3.63, -2.45], [-4.35, -4.06, -2.28], [-3.12, -5.07, -1.51], [-4.59, -2.85, 1.17], [-4.44, -4.55, 0.69], [-5.55, -3.49, -0.18], [-5.10, -1.59, -1.31], [-4.86, 0.16, -1.27], [-5.55, -0.67, 0.13], [-2.12, -0.02, 1.13], [-3.64, 0.86, 0.88], [-2.38, 0.86, -0.38], [2.87, -1.57, -1.97], [2.65, -3.19, -2.65], [3.67, -3.27, -0.44], [2.11, -4.08, -0.46], [2.20, -4.96, 1.20], [3.18, -5.50, 2.55], [3.95, -5.17, 0.99], [4.51, -2.35, 3.51], [5.07, -4.00, 3.20], [3.65, -3.72, 4.23], [0.64, -2.57, 3.47], [0.23, -1.26, 2.34], [0.73, -0.89, 4.01], [3.90, -0.22, 2.38], [2.72, 0.38, 3.55], [2.33, 0.39, 1.82], [-2.22, 3.63, -2.15], [-1.02, 4.67, -2.95], [-0.94, 4.39, -1.21], [1.21, 3.42, -3.61], [1.65, 2.13, -2.47], [1.43, 3.79, -1.89], [4.47, 2.13, -0.13], [4.02, 0.47, -0.68], [4.75, 0.60, -2.33], [2.53, 0.52, -0.90], [5.56, 2.17, -0.02], [4.00, 2.30, 0.84], [4.12, 2.86, -0.86], [5.81, 0.85, -2.22], [4.23, 1.37, -2.89], [4.66, -0.36, -2.83], [-1.73, 5.15, 5.85], [-1.21, 4.37, 4.68], [-0.36, 4.94, 3.74], [0.11, 4.24, 2.64], [1.04, 4.95, 1.69], [-0.29, 2.90, 2.47], [0.40, 1.94, 0.71], [-1.13, 2.29, 3.42], [-1.59, 0.86, 3.33], [-1.57, 3.03, 4.51], [-1.33, 6.16, 5.86], [-1.46, 4.65, 6.78], [-2.81, 5.20, 5.81], [-0.05, 5.97, 3.87], [1.26, 5.95, 2.05], [0.60, 5.04, 0.69], [1.98, 4.41, 1.58], [-1.00, 0.30, 2.60], [-2.64, 0.81, 3.04], [-1.49, 0.37, 4.30], [-2.21, 2.56, 5.24]], "lowdin_spin": [0.043, 0.000, 0.001, 0.000, 0.005, 0.011, 0.000, 0.000, -0.003, 0.000, 0.001, -0.001, 0.000, 0.000, 0.000, 0.000, 0.002, 0.000, 0.007, 0.000, 0.000, -0.006, 0.000, 0.000, 0.000, 0.000, 0.008, 0.003, 0.021, 0.030, 0.007, 0.001, 0.000, 0.000, 0.000, 0.000, 0.000, 0.000, 0.000, 0.000, 0.000, 0.000, 0.000, 0.000, 0.000, 0.000, 0.000, 0.000, 0.000, 0.000, 0.000, 0.000, 0.000, 0.000, 0.000, 0.001, 0.000, 0.009, 0.000, 0.000, 0.000, 0.000, 0.000, 0.000, 0.000, 0.000, 0.000, 0.000, 0.000, 0.002, 0.000, 0.001, 0.000, 0.027, 0.000, 0.000, 0.005, 0.000, 0.000, 0.000, 0.003, 0.002, 0.001, 0.013, 0.000, 0.003, 0.000, 0.000, 0.000, 0.000, 0.009, 0.051, -0.004, 0.037, 0.005, 0.054, 0.603, 0.038, 0.004, -0.007, 0.000, 0.003, 0.003, -0.001, 0.000, 0.002, 0.003, 0.001, 0.002, 0.001, -0.001]}


Entry 2:
{"formula": "C17H48NO10", "method": "wB97M-V/def2-TZVPD", "gap_ha": 0.28081, "total_charge": -1, "e_tot_ha": -1483.70622, "e_above_lowest_ev": 0.000, "e_lumo_ha": 0.07626, "species": ["C", "C", "O", "O", "H", "H", "H", "C", "C", "O", "H", "H", "H", "H", "H", "H", "C", "C", "O", "H", "H", "H", "H", "H", "H", "C", "C", "O", "H", "H", "H", "H", "H", "H", "C", "C", "C", "C", "C", "C", "N", "O", "C", "C", "C", "H", "H", "H", "H", "H", "H", "H", "H", "H", "H", "H", "H", "H", "H", "H", "H", "H", "H", "H", "O", "H", "H", "O", "H", "H", "O", "H", "H", "O", "H", "H"], "xyz": [[-0.24, -2.05, -0.86], [-1.47, -2.76, -1.43], [-1.51, -2.79, -2.71], [-2.31, -3.18, -0.63], [0.05, -1.10, -1.34], [0.64, -2.69, -0.88], [-0.47, -1.67, 0.15], [1.99, -3.41, 2.55], [2.41, -2.17, 1.80], [2.79, -2.54, 0.45], [1.00, -3.72, 2.18], [1.82, -3.21, 3.61], [2.69, -4.23, 2.45], [3.23, -1.63, 2.29], [1.61, -1.44, 1.70], [3.72, -2.78, 0.46], [-4.10, -1.21, -6.05], [-4.00, -2.39, -5.10], [-3.91, -1.98, -3.77], [-4.27, -1.53, -7.08], [-3.17, -0.63, -6.04], [-4.88, -0.52, -5.73], [-3.15, -3.03, -5.37], [-4.86, -3.07, -5.21], [-3.00, -2.12, -3.43], [2.53, 0.38, -2.00], [3.86, 1.01, -1.65], [4.90, 0.04, -1.52], [2.25, -0.37, -1.25], [2.57, 0.01, -3.02], [1.73, 1.12, -1.89], [3.81, 1.62, -0.74], [4.22, 1.68, -2.43], [4.71, -0.55, -0.79], [0.18, 3.17, 0.02], [0.44, 2.78, 1.46], [1.77, 3.38, 1.92], [1.94, 3.41, 3.43], [0.80, 4.21, 4.04], [-0.56, 3.59, 3.72], [-0.63, 3.42, 2.26], [-1.90, 2.85, 1.91], [-0.79, 2.29, 4.50], [-1.63, 4.61, 4.10], [0.47, 1.25, 1.57], [0.95, 2.72, -0.61], [0.21, 4.25, -0.16], [-0.78, 2.79, -0.34], [2.57, 2.81, 1.43], [1.83, 4.40, 1.53], [2.92, 3.78, 3.71], [1.91, 2.38, 3.82], [0.88, 5.24, 3.68], [0.91, 4.26, 5.12], [-0.37, 2.35, 5.51], [-1.86, 2.15, 4.70], [-0.41, 1.41, 4.00], [-1.51, 5.52, 3.52], [-2.63, 4.22, 3.92], [-1.56, 4.87, 5.16], [0.78, 0.87, 2.54], [1.10, 0.87, 0.77], [-0.53, 0.86, 1.36], [-2.32, 3.55, 1.40], [2.20, -5.25, -0.87], [2.30, -5.10, -1.82], [2.14, -4.36, -0.49], [0.77, -2.30, -4.15], [1.51, -2.06, -3.58], [-0.01, -2.30, -3.55], [-2.68, -5.53, -3.25], [-2.20, -4.71, -3.03], [-2.72, -5.52, -4.21], [-4.96, -1.69, -0.36], [-5.57, -0.99, -0.61], [-4.14, -1.49, -0.81]], "mulliken_charge": [-0.253, 0.419, -0.646, -0.722, 0.150, 0.015, 0.231, -1.172, 0.310, -0.413, 0.307, 0.414, 0.288, 0.427, -0.334, 0.256, -1.071, -0.219, -0.453, 0.346, 0.258, 0.263, 0.186, 0.297, 0.315, -0.182, -0.235, -0.543, -0.232, 0.354, 0.174, 0.031, 0.360, 0.282, -2.021, 2.127, -1.205, -0.604, -1.289, 1.675, 0.167, -0.513, -1.477, -2.089, -1.783, 0.235, 0.492, 0.472, 0.120, 0.437, 0.411, 0.246, 0.330, 0.502, 0.342, 0.393, 0.235, 0.425, 0.443, 0.398, 0.349, 0.220, 0.602, 0.366, -0.673, 0.322, 0.285, -0.714, 0.277, 0.427, -0.700, 0.303, 0.275, -0.590, 0.282, 0.289]}


Entry 3:
{"formula": "C22H21N5O4", "method": "wB97M-V/def2-TZVPD", "gap_ha": 0.28227, "e_tot_ha": -1425.65705, "e_above_lowest_ev": 2.795, "e_lumo_ha": -0.01636, "species": ["N", "C", "O", "C", "H", "H", "C", "N", "C", "O", "C", "C", "C", "C", "C", "C", "H", "H", "H", "H", "H", "H", "C", "C", "C", "C", "N", "C", "C", "N", "C", "C", "C", "C", "H", "H", "H", "H", "H", "H", "H", "C", "C", "H", "H", "N", "O", "O", "H", "H", "H", "H"], "xyz": [[-1.33, 0.78, 3.59], [-0.06, 1.00, 3.98], [0.48, 0.36, 4.86], [0.66, 2.15, 3.29], [1.34, 2.58, 4.03], [-0.03, 2.92, 2.97], [1.52, 1.65, 2.10], [2.24, 0.44, 2.49], [1.61, -0.77, 2.53], [0.52, -0.97, 2.03], [2.40, -1.85, 3.19], [1.70, -2.85, 3.85], [2.38, -3.87, 4.49], [3.77, -3.90, 4.46], [4.47, -2.91, 3.78], [3.79, -1.89, 3.15], [4.34, -1.13, 2.61], [5.55, -2.94, 3.75], [4.30, -4.70, 4.96], [1.84, -4.64, 5.01], [0.62, -2.81, 3.86], [2.98, 0.58, 3.15], [0.77, 1.40, 0.81], [-0.49, 1.86, 0.54], [-1.13, 1.60, -0.68], [-0.47, 0.86, -1.70], [-1.06, 0.59, -2.88], [-0.49, -0.21, -3.93], [-1.43, -0.30, -5.10], [-1.54, -1.50, -5.67], [-2.34, -1.64, -6.70], [-3.09, -0.60, -7.23], [-2.98, 0.65, -6.65], [-2.14, 0.81, -5.56], [-2.02, 1.77, -5.09], [-3.55, 1.49, -7.03], [-3.74, -0.77, -8.08], [-2.38, -2.64, -7.12], [0.45, 0.24, -4.27], [-0.27, -1.23, -3.59], [-2.03, 0.90, -2.98], [0.84, 0.43, -1.41], [1.44, 0.69, -0.21], [2.44, 0.34, -0.03], [1.38, -0.13, -2.16], [-2.44, 2.08, -0.82], [-2.97, 2.61, 0.15], [-3.03, 1.96, -1.89], [-1.04, 2.46, 1.24], [2.28, 2.41, 1.90], [-1.77, -0.06, 3.94], [-1.70, 1.16, 2.74]], "nbo_charge": [-0.803, 0.687, -0.632, -0.511, 0.238, 0.222, -0.046, -0.634, 0.667, -0.619, -0.070, -0.182, -0.197, -0.201, -0.217, -0.211, 0.209, 0.214, 0.214, 0.214, 0.233, 0.405, -0.062, -0.179, -0.011, 0.213, -0.570, -0.250, 0.199, -0.421, 0.047, -0.260, -0.157, -0.259, 0.226, 0.220, 0.222, 0.195, 0.204, 0.220, 0.439, -0.238, -0.124, 0.221, 0.216, 0.519, -0.405, -0.434, 0.232, 0.216, 0.404, 0.399]}


Entry 4:
{"formula": "C22H34BrCl33N2O4", "method": "wB97M-V/def2-TZVPD", "gap_ha": 0.31471, "e_tot_ha": -19029.27055, "e_lumo_ha": -0.01762, "species": ["C", "C", "C", "C", "C", "C", "Br", "O", "C", "C", "N", "C", "C", "C", "O", "O", "N", "O", "H", "H", "H", "H", "H", "H", "H", "H", "H", "H", "H", "H", "H", "H", "H", "H", "H", "H", "H", "H", "H", "H", "H", "C", "Cl", "Cl", "Cl", "H", "C", "Cl", "Cl", "Cl", "H", "C", "Cl", "Cl", "Cl", "H", "C", "Cl", "Cl", "Cl", "H", "C", "Cl", "Cl", "Cl", "H", "C", "Cl", "Cl", "Cl", "H", "C", "Cl", "Cl", "Cl", "H", "C", "Cl", "Cl", "Cl", "H", "C", "Cl", "Cl", "Cl", "H", "C", "Cl", "Cl", "Cl", "H", "C", "Cl", "Cl", "Cl", "H"], "xyz": [[-0.83, 2.66, -2.34], [-1.03, 2.36, -3.88], [-2.04, 1.17, -4.05], [-1.22, -0.15, -3.97], [-0.91, -0.58, -5.46], [-1.95, -1.34, -3.33], [-2.89, -0.88, -1.63], [-1.24, -2.54, -3.24], [0.06, -2.51, -2.69], [1.22, -2.36, -3.73], [2.41, -3.11, -3.35], [3.45, -2.28, -2.75], [4.16, -1.33, -3.77], [5.65, -1.10, -3.35], [4.05, -1.78, -5.12], [0.32, -1.57, -1.64], [0.49, -2.32, -0.46], [1.24, -1.79, 0.26], [-0.76, 3.75, -2.21], [-1.68, 2.27, -1.77], [0.11, 2.23, -1.98], [-1.47, 3.27, -4.30], [-0.05, 2.15, -4.34], [-2.53, 1.34, -5.02], [-2.79, 1.31, -3.27], [-0.25, 0.10, -3.50], [0.15, -0.75, -5.65], [-1.30, 0.14, -6.19], [-1.42, -1.54, -5.67], [-2.79, -1.56, -4.00], [0.23, -3.51, -2.24], [1.47, -1.29, -3.77], [0.83, -2.71, -4.70], [2.19, -3.92, -2.78], [3.04, -1.69, -1.91], [4.21, -2.97, -2.35], [3.68, -0.33, -3.68], [6.31, -1.54, -4.10], [5.83, -0.02, -3.21], [5.86, -1.56, -2.37], [3.76, -1.01, -5.62], [0.92, -0.53, 3.63], [2.12, 0.07, 4.77], [0.71, -2.28, 3.80], [-0.63, 0.29, 3.88], [1.27, -0.32, 2.62], [-3.66, 2.98, 1.90], [-3.12, 1.99, 0.54], [-2.42, 4.16, 2.32], [-5.19, 3.79, 1.55], [-3.81, 2.33, 2.75], [-3.30, -5.06, -3.45], [-2.71, -6.72, -3.51], [-3.49, -4.40, -5.09], [-4.81, -4.96, -2.56], [-2.56, -4.45, -2.94], [0.74, 6.14, 3.52], [1.24, 5.16, 2.14], [2.00, 7.30, 3.95], [-0.78, 6.98, 3.17], [0.58, 5.48, 4.36], [-3.83, -0.68, 6.68], [-3.51, 0.69, 5.61], [-4.57, -2.01, 5.79], [-2.34, -1.21, 7.46], [-4.53, -0.35, 7.44], [6.68, -5.04, -1.98], [5.48, -4.35, -0.88], [6.42, -4.46, -3.63], [8.31, -4.67, -1.44], [6.55, -6.11, -1.98], [-0.42, -5.49, 1.54], [-1.43, -5.97, 2.92], [-0.80, -6.45, 0.11], [-0.63, -3.78, 1.16], [0.61, -5.66, 1.81], [-7.20, 1.20, -1.62], [-8.48, 1.75, -0.54], [-7.46, 1.80, -3.26], [-5.61, 1.69, -1.01], [-7.22, 0.11, -1.65], [-1.09, 6.33, 7.21], [-1.31, 4.81, 6.34], [0.58, 6.91, 7.04], [-2.23, 7.55, 6.63], [-1.28, 6.16, 8.26], [-0.13, -4.22, 8.51], [0.29, -2.61, 9.12], [1.31, -5.22, 8.33], [-1.31, -5.00, 9.56], [-0.58, -4.09, 7.53], [4.59, 9.47, 2.24], [5.10, 8.49, 0.86], [5.86, 10.62, 2.68], [3.08, 10.31, 1.88], [4.42, 8.81, 3.08]], "mulliken_charge": [-0.466, -0.770, -0.838, 1.836, -1.431, -1.463, -0.184, -0.240, -0.334, -0.486, -0.242, 0.759, 0.117, -1.205, -0.554, -0.086, 0.143, -0.307, 0.364, -0.172, 0.236, 0.507, 0.327, 0.400, 0.302, 0.022, 0.201, 0.470, 0.290, 0.522, 0.790, -0.080, 0.395, 0.348, 0.215, -0.828, 0.291, 0.261, 0.372, 0.245, 0.349, 0.083, -0.146, -0.102, 0.015, 0.151, 0.067, -0.066, -0.005, -0.131, 0.041, 0.930, -0.147, -0.160, -0.139, -0.509, 0.216, -0.129, -0.101, -0.111, 0.089, -0.085, -0.064, -0.130, -0.048, 0.330, -0.043, -0.106, -0.076, -0.130, 0.353, -0.045, -0.133, -0.117, 0.039, 0.314, -0.032, -0.138, -0.137, 0.042, 0.274, -0.067, -0.070, -0.091, -0.100, 0.359, 0.145, -0.133, -0.131, -0.120, 0.231, 0.235, -0.124, -0.131, -0.113, 0.119]}


Entry 5:
{"formula": "C4H7NOS", "method": "wB97M-V/def2-TZVPD", "gap_ha": 0.33659, "e_tot_ha": -684.65242, "e_above_lowest_ev": 4.208, "e_lumo_ha": 0.00730, "species": ["C", "C", "C", "C", "H", "H", "H", "H", "H", "H", "H", "N", "O", "S"], "xyz": [[1.34, -0.22, -0.12], [0.04, -0.10, -0.53], [-0.71, 1.11, -0.16], [-1.95, 0.32, 0.61], [1.16, -2.49, 0.07], [2.85, -1.67, 0.30], [0.48, 0.26, -1.57], [-0.08, 1.64, 0.47], [-1.02, 1.91, -0.92], [-1.62, 0.18, 1.62], [-2.86, 0.71, 0.60], [1.68, -1.38, 0.41], [2.15, 0.79, -0.30], [-1.49, -1.07, -0.49]], "nbo_charge": [0.595, -0.487, -0.368, -0.483, 0.421, 0.409, 0.302, 0.218, 0.226, 0.203, 0.205, -0.800, -0.658, 0.216]}